DFT (the ωB97M-V functional and the def2-TZVPD basis) results for an isolated ion of composition C3H9N2S and charge -1 in a non-equilibrium geometry.

CARTESIAN COORDINATES (ANGSTROEM)
C -0.831 0.259 0.080
C -1.182 -0.518 -1.183
S -0.073 0.159 -2.597
N 0.103 -0.407 0.955
C 0.622 0.566 1.986
N 1.332 -0.200 3.002
H -1.791 0.398 0.667
H -0.464 1.444 -0.171
H -1.012 -1.530 -1.095
H -2.172 -0.454 -1.414
H 0.908 -0.796 0.354
H 1.286 1.376 1.566
H -0.254 0.800 2.655
H 2.165 -0.381 2.572
H 0.805 -0.982 3.404

Computed properties:
HOMO = -0.0846 hartree
DFT total energy = -627.367500 Ha
Spin multiplicity = 1
Energy relative to the best compared isomer or geometry (same formula, charge and spin) = 1.987 eV
Total charge = -1



DFT (the ωB97M-V functional and the def2-TZVPD basis) results for one molecule with the formula C2HNO in a non-equilibrium geometry.

CARTESIAN COORDINATES (ANGSTROEM)
C 0.650 0.463 -0.013
C -0.684 0.090 0.143
H 0.818 1.584 -0.127
N -1.768 -0.198 -0.075
O 1.470 -0.440 -0.016

Computed properties:
HOMO = -0.4272 hartree
DFT total energy = -206.753193 Ha
Spin multiplicity = 1
Energy relative to the best compared isomer or geometry (same formula, charge and spin) = 0.539 eV



DFT (the ωB97M-V functional and the def2-TZVPD basis) results for C49H46AsN4O2SSiSr as an isolated structure in a non-equilibrium geometry.

CARTESIAN COORDINATES (ANGSTROEM)
Sr -0.270 -0.583 -0.070
O 0.019 3.685 -0.023
C -0.350 2.520 0.017
N 0.103 1.501 0.795
C 1.014 1.761 1.770
O 1.511 2.825 2.105
C 1.412 0.527 2.568
C 2.154 0.722 3.731
C 2.525 -0.376 4.482
C 2.147 -1.640 4.047
C 1.412 -1.740 2.881
N 1.045 -0.685 2.156
C -1.466 2.134 -0.932
C -2.463 3.074 -1.166
C -3.434 2.790 -2.106
C -3.364 1.589 -2.799
C -2.331 0.719 -2.509
N -1.400 0.977 -1.588
H 2.410 1.735 4.008
H 3.095 -0.256 5.395
H 2.415 -2.529 4.602
H 1.085 -2.702 2.502
H -2.446 4.004 -0.619
H -4.231 3.497 -2.304
H -4.102 1.327 -3.544
H -2.239 -0.231 -3.022
C 1.384 -2.624 -0.983
Si 2.994 -2.067 -1.639
C 2.736 -0.415 -2.574
N 1.981 0.544 -1.743
C 1.282 1.553 -2.535
C 2.215 2.564 -3.213
C 3.247 3.101 -2.198
C 2.887 2.684 -0.772
C 2.809 1.160 -0.680
C 4.343 -1.816 -0.325
C 4.119 -2.220 0.990
C 5.087 -2.056 1.973
C 6.311 -1.487 1.653
C 6.562 -1.093 0.345
C 5.585 -1.256 -0.627
C 3.774 -3.316 -2.862
C 3.291 -3.442 -4.168
C 3.727 -4.455 -5.010
C 4.662 -5.377 -4.562
C 5.151 -5.278 -3.266
C 4.711 -4.260 -2.433
H 1.531 -3.374 -0.191
H 0.838 -3.131 -1.791
H 2.117 -0.648 -3.448
H 3.675 0.019 -2.959
H 0.601 2.095 -1.877
H 0.668 1.042 -3.281
H 1.607 3.378 -3.616
H 2.722 2.088 -4.055
H 3.320 4.189 -2.264
H 4.239 2.701 -2.432
H 1.943 3.137 -0.460
H 3.651 3.033 -0.074
H 2.423 0.876 0.306
H 3.823 0.764 -0.746
H 3.164 -2.668 1.238
H 4.887 -2.374 2.990
H 7.068 -1.356 2.417
H 7.521 -0.661 0.084
H 5.797 -0.946 -1.646
H 2.549 -2.736 -4.529
H 3.334 -4.533 -6.017
H 5.007 -6.169 -5.216
H 5.875 -6.000 -2.905
H 5.099 -4.191 -1.421
S -3.116 -1.594 -0.595
C -3.970 -2.519 0.603
C -4.988 -3.417 0.254
C -5.678 -4.118 1.227
C -5.376 -3.943 2.572
C -4.366 -3.062 2.934
C -3.672 -2.343 1.969
As -2.105 -1.241 2.309
C -2.083 -1.454 4.272
C -2.816 -0.673 5.161
C -2.763 -0.912 6.526
C -1.974 -1.939 7.027
C -1.249 -2.733 6.152
C -1.307 -2.490 4.788
C -2.842 0.561 2.332
C -4.035 0.916 1.713
C -4.510 2.218 1.801
C -3.788 3.183 2.486
C -2.593 2.841 3.105
C -2.136 1.535 3.038
H -5.217 -3.558 -0.795
H -6.456 -4.815 0.938
H -5.917 -4.494 3.331
H -4.124 -2.935 3.983
H -3.441 0.127 4.783
H -3.343 -0.296 7.204
H -1.932 -2.122 8.094
H -0.636 -3.541 6.535
H -0.754 -3.122 4.101
H -4.595 0.169 1.165
H -5.445 2.480 1.321
H -4.151 4.202 2.537
H -2.013 3.590 3.629
H -1.220 1.262 3.551

Computed properties:
HOMO = -0.1535 hartree
DFT total energy = -5218.666777 Ha
Spin multiplicity = 1
Energy relative to the best compared isomer or geometry (same formula, charge and spin) = 1.355 eV
Total charge = -1



DFT (the ωB97M-V functional and the def2-TZVPD basis) results for a 2-piece molecular cluster, C41H52N5O overall in a non-equilibrium geometry.

CARTESIAN COORDINATES (ANGSTROEM)
C 1.360 3.560 -0.261
C 0.780 3.537 -1.658
C 1.134 4.756 -2.481
N -0.683 3.548 -1.631
N -1.294 4.666 -1.953
N -2.625 4.407 -1.798
C -3.428 5.653 -1.611
C -3.086 6.515 -2.804
C -3.035 6.314 -0.302
C -2.834 3.130 -1.378
C -4.248 2.565 -1.431
C -4.201 1.039 -1.493
C -4.958 3.047 -2.705
C -5.019 3.033 -0.194
C -1.552 2.549 -1.199
C -1.066 1.323 -0.721
H 2.451 3.456 -0.319
H 1.131 4.516 0.232
H 0.965 2.740 0.345
H 1.057 2.608 -2.167
H 2.216 4.810 -2.623
H 0.653 4.708 -3.460
H 0.792 5.672 -1.982
H -4.483 5.378 -1.600
H -3.540 7.506 -2.695
H -1.998 6.616 -2.878
H -3.465 6.064 -3.727
H -3.545 7.281 -0.210
H -3.316 5.690 0.554
H -1.951 6.486 -0.289
H -3.779 0.613 -0.577
H -5.219 0.648 -1.625
H -3.590 0.725 -2.350
H -5.012 4.138 -2.774
H -4.438 2.667 -3.593
H -5.986 2.660 -2.702
H -5.072 4.129 -0.146
H -6.044 2.641 -0.231
H -4.529 2.663 0.716
H -1.805 0.673 -0.251
H -0.197 0.921 -1.248
C 2.955 -6.043 0.058
N 2.987 -4.635 -0.249
C 3.837 -4.101 -1.185
O 4.670 -4.730 -1.827
C 3.515 -2.617 -1.295
C 3.052 -2.245 -2.699
C 1.837 -3.053 -3.092
C 2.005 -4.305 -3.693
C 0.899 -5.106 -3.979
C -0.388 -4.651 -3.666
C -0.563 -3.386 -3.091
C 0.546 -2.568 -2.862
N 2.483 -2.443 -0.277
C 1.810 -1.291 -0.096
C 0.647 -1.217 0.652
C 0.080 0.020 1.013
C -0.834 0.109 2.138
C -0.886 1.306 2.891
C -1.631 1.373 4.065
C -2.380 0.269 4.489
C -2.382 -0.904 3.726
C -1.638 -0.986 2.547
C 2.087 -3.697 0.392
C 2.226 -3.670 1.889
C 3.419 -3.504 2.488
C 3.636 -3.413 3.924
C 4.947 -3.198 4.413
C 5.198 -3.111 5.780
C 4.141 -3.233 6.696
C 2.836 -3.447 6.228
C 2.578 -3.534 4.857
H 3.711 -6.552 -0.547
H 3.161 -6.202 1.124
H 1.962 -6.457 -0.166
H 4.408 -2.050 -0.988
H 2.847 -1.170 -2.736
H 3.887 -2.481 -3.373
H 3.016 -4.646 -3.931
H 1.050 -6.083 -4.446
H -1.252 -5.285 -3.868
H -1.562 -3.022 -2.834
H 0.412 -1.546 -2.495
H 2.232 -0.413 -0.595
H 0.198 -2.157 0.988
H 0.680 0.901 0.792
H -0.299 2.163 2.545
H -1.621 2.294 4.648
H -2.959 0.324 5.409
H -2.970 -1.764 4.046
H -1.672 -1.891 1.933
H 1.041 -3.957 0.142
H 1.294 -3.768 2.451
H 4.319 -3.432 1.863
H 5.759 -3.098 3.688
H 6.216 -2.946 6.137
H 4.335 -3.161 7.767
H 2.012 -3.546 6.937
H 1.562 -3.698 4.492

Computed properties:
HOMO = -0.3283 hartree
DFT total energy = -1942.213913 Ha
Spin multiplicity = 1
Total charge = +1



DFT (the ωB97M-V functional and the def2-TZVPD basis) results for C18H9Br4ClN2O3V as an isolated structure.

CARTESIAN COORDINATES (ANGSTROEM)
V 0.312 0.254 0.042
Br -4.082 -4.473 2.892
C -2.620 -3.287 2.637
C -1.657 -3.128 3.614
Br -1.772 -4.090 5.248
C -0.585 -2.242 3.398
Br 0.790 -1.997 4.683
C -0.462 -1.507 2.221
O 0.503 -0.700 1.939
C -1.482 -1.656 1.214
O -1.329 -0.954 0.130
C -2.518 -2.552 1.439
Br -3.798 -2.718 0.047
N 0.279 0.682 -1.660
C 0.532 1.255 -2.840
C 1.495 2.295 -2.979
C 1.768 2.874 -4.202
C 1.108 2.468 -5.362
C 0.162 1.450 -5.253
C -0.121 0.856 -4.038
H 2.023 2.606 -2.085
H 2.514 3.661 -4.259
H 1.327 2.927 -6.319
H -0.365 1.114 -6.142
H -0.856 0.063 -3.965
Cl 4.948 2.706 2.496
C 4.269 1.423 1.506
C 5.107 0.361 1.110
C 4.470 -0.624 0.302
C 3.159 -0.496 -0.041
N 2.353 0.542 0.368
C 2.957 1.499 1.154
H 6.140 0.304 1.415
H 5.025 -1.482 -0.056
H 2.677 -1.239 -0.667
H 2.343 2.323 1.491
O -0.897 2.932 1.170
C -0.410 1.959 0.843

Computed properties:
<S²> = 3.798
HOMO (spin up / spin down) = 0.0181 / -0.0668 hartree
DFT total energy = -12726.890331 Ha
Spin multiplicity = 4
Energy relative to the best compared isomer or geometry (same formula, charge and spin) = 0.535 eV
Total charge = -2



DFT (the ωB97M-V functional and the def2-TZVPD basis) results for C23H62LiN11O18 as an isolated structure in a non-equilibrium geometry.

CARTESIAN COORDINATES (ANGSTROEM)
Li -3.245 -1.794 -2.561
C -1.339 0.273 0.563
C -0.873 1.568 0.475
C -0.578 2.232 -0.815
O -0.032 3.413 -0.956
C -1.089 1.725 -1.959
C -1.796 0.487 -1.997
C -1.920 -0.346 -0.596
O -2.541 -1.400 -0.689
O -2.261 0.057 -3.023
O -0.469 2.105 1.613
H -1.504 -0.088 1.567
H -0.976 2.211 -2.916
C -5.969 -3.518 -3.877
C -6.030 -2.445 -2.709
C -5.584 -3.162 -1.428
O -5.247 -1.373 -3.126
H -6.644 -4.328 -3.602
H -4.947 -3.879 -3.983
H -6.345 -3.260 -4.867
H -6.994 -1.940 -2.652
H -4.497 -3.226 -1.373
H -6.087 -4.092 -1.162
H -5.902 -2.452 -0.664
C 0.386 2.074 -6.172
O 0.575 2.981 -5.382
N -0.324 0.996 -5.927
N 0.706 2.173 -7.465
H -0.249 0.307 -6.661
H -0.753 0.836 -5.026
H 1.044 3.056 -7.822
H 0.617 1.359 -8.056
C 2.929 2.668 3.051
O 2.243 3.680 3.133
N 2.704 1.549 2.444
N 4.038 2.466 3.699
H 1.912 1.550 1.816
H 3.195 0.681 2.599
H 4.541 3.156 4.239
H 4.355 1.515 3.821
C -1.028 -4.529 -0.716
O -0.996 -5.487 -1.510
N -1.849 -4.375 0.293
N -0.179 -3.539 -0.732
H -1.815 -3.474 0.749
H -2.474 -5.164 0.370
H 0.625 -3.622 -1.337
H -0.375 -2.738 -0.149
C -1.650 0.746 4.950
O -2.113 0.569 6.058
N -0.546 1.356 4.621
N -2.288 0.525 3.776
H 0.283 1.246 5.188
H -0.436 1.441 3.621
H -3.168 0.030 3.810
H -1.799 0.634 2.899
C 2.547 0.483 -2.812
O 3.511 -0.233 -3.090
N 1.318 0.035 -2.704
N 2.584 1.793 -2.627
H 1.206 -0.969 -2.717
H 0.582 0.662 -2.414
H 3.424 2.331 -2.787
H 1.707 2.271 -2.475
C 2.073 -0.860 4.509
C 2.529 -1.678 3.234
C 1.540 -1.406 2.088
C 1.918 -1.858 0.675
C 3.264 -1.166 0.326
C 4.367 -1.470 1.425
N 3.889 -1.167 2.809
O 4.854 -1.385 3.743
C 4.945 -2.909 1.194
C 5.525 -0.477 1.147
C 2.391 -3.189 3.603
H 2.679 -1.179 5.357
H 1.014 -1.078 4.647
H 2.124 0.211 4.312
H 0.632 -1.996 2.211
H 1.340 -0.334 2.095
H 1.130 -1.450 0.042
H 1.950 -2.944 0.581
H 3.026 -0.104 0.379
H 3.528 -1.490 -0.681
H 5.651 -2.778 0.374
H 5.493 -3.208 2.087
H 4.188 -3.661 0.971
H 5.293 0.499 1.575
H 6.455 -0.753 1.645
H 5.706 -0.235 0.100
H 1.591 -3.522 4.264
H 3.298 -3.539 4.097
H 2.277 -3.778 2.694
H 4.955 -2.338 3.689
O -0.310 5.183 -3.387
H -0.279 4.229 -3.308
H -1.128 5.433 -2.959
O -3.101 3.921 0.502
H -3.454 3.041 0.367
H -2.204 3.777 0.801
O 1.133 5.896 -0.063
H 0.710 5.663 0.763
H 0.981 5.142 -0.632
O -3.233 2.951 -4.277
H -3.040 3.386 -3.447
H -3.185 2.016 -4.075
O -0.238 5.324 2.361
H 0.326 5.298 3.134
H -0.334 4.407 2.103
O -3.882 -2.240 1.597
H -3.522 -2.149 0.715
H -3.192 -1.911 2.173
O -4.515 1.702 0.047
H -4.253 0.837 -0.268
H -5.025 1.525 0.838

Computed properties:
<S²> = 0.754
HOMO (spin up / spin down) = -0.2214 / -0.2214 hartree
DFT total energy = -2877.876168 Ha
Spin multiplicity = 2
Total charge = -1